[1]
Computed, not measured: a 10-piece molecular cluster, C6H32N12O10 overall at a distorted geometry, with ωB97M-V/def2-TZVPD.

CARTESIAN COORDINATES (ANGSTROEM)
H -0.587 0.423 1.746
C -3.013 -1.735 -1.674
H -0.401 0.479 -0.712
N 2.308 1.521 -2.135
H -2.114 2.704 -0.434
H 1.910 5.392 0.469
H -1.140 1.988 -3.205
H 2.685 -0.748 -0.340
C 0.734 3.788 0.245
H 4.198 -1.647 -0.345
H 1.830 1.881 -1.325
H -1.947 2.238 4.298
N 3.899 1.850 -3.766
O 3.973 -2.395 2.026
H -3.118 -1.500 2.555
O -2.188 -1.891 -0.761
H -4.743 -2.377 -2.573
O -0.045 -0.233 3.984
C 3.152 -1.777 1.377
N -2.848 -0.771 -2.607
H 2.284 0.593 -2.507
H -2.962 -1.301 1.051
N 3.408 -1.259 0.133
H -2.086 -0.104 -2.594
O 0.282 2.894 -0.494
O -0.411 -5.795 -1.137
H 3.920 0.881 -4.033
H 1.221 -1.344 0.992
H -0.864 -3.405 -0.466
H -0.665 -0.988 -0.401
C 0.125 -5.201 -0.220
O -3.543 -1.092 1.794
N 0.248 3.929 1.500
H 4.757 2.350 -3.926
O -1.024 1.592 -2.336
C -0.847 0.641 3.705
H 0.322 -3.443 0.821
H 1.500 -5.201 1.350
H -3.537 -0.642 -3.327
O -2.935 3.026 -0.039
N -1.521 1.390 4.623
N 1.609 4.706 -0.199
N 1.832 -1.641 1.735
N -1.182 0.897 2.409
C 3.224 2.352 -2.675
O 0.038 -0.316 -0.389
O 3.453 3.499 -2.306
H 1.613 -6.533 0.301
H 1.504 -1.968 2.625
H 0.665 4.518 2.196
N -4.087 -2.536 -1.833
H -1.509 1.211 5.608
H -3.095 2.448 0.712
H -0.430 3.233 1.756
H -4.250 -3.247 -1.143
N 1.174 -5.658 0.518
H -2.050 1.332 2.168
N -0.219 -3.914 0.118
H -0.558 2.269 -1.807
H 2.048 4.637 -1.105

Results
structure (SMILES) = NC(N)=O.NC(N)=O.NC(N)=O.NC(N)=O.NC(N)=O.NC(N)=O.O.O.O.O
relative energy (zero: lowest compared OMol25 entry of this formula, charge and spin) = 0.0 kJ/mol
HOMO-LUMO gap = 0.34857 Eh
DFT total energy = -45104.90604 eV
spin multiplicity = 1
LUMO energy = 0.13 eV

---

[2]
Computed, not measured: a 9-piece molecular cluster, C32H64N2O10 overall at a distorted geometry, with ωB97M-V/def2-TZVPD.

CARTESIAN COORDINATES (ANGSTROEM)
H 3.769 -2.022 -7.749
H 1.310 -8.544 -0.183
C 3.674 -0.548 -4.463
H -1.708 1.342 -5.014
H 0.167 0.888 6.007
C 0.721 -1.700 6.322
C -2.276 3.330 0.025
C -1.592 0.114 3.873
C -0.656 -9.046 0.549
C -1.322 2.209 2.111
H -0.514 -2.699 1.938
H -4.086 2.628 -0.789
H 2.976 -1.086 -3.819
H 0.258 -7.157 0.037
H -3.088 2.860 -8.405
C -2.572 0.346 2.937
C -4.010 7.565 5.550
H 2.392 -4.107 -8.017
H 2.436 -0.662 -6.229
H -1.383 -5.634 2.134
H -2.677 6.717 4.074
O -1.351 3.744 -7.738
H 0.618 5.130 3.308
H -0.515 2.651 -5.050
C -0.463 0.897 3.960
H -3.678 4.527 -6.621
H 0.541 -4.085 1.719
H -3.670 8.593 5.414
H 1.570 -0.760 3.317
O -0.278 -8.992 1.922
H 4.158 0.213 -3.848
H -4.273 7.418 6.598
H -1.690 -8.698 0.451
H -4.922 7.421 4.965
C 4.664 -2.106 1.435
H -0.086 -2.406 6.113
C 4.241 -3.005 -7.815
C -1.426 -4.591 2.449
H -1.196 0.936 -2.601
C -3.354 2.564 0.010
N 1.507 -1.456 4.068
H -3.042 5.824 -7.623
O 2.867 -3.876 -6.026
H 4.434 -1.247 -4.817
H 4.551 -1.016 1.400
H -2.709 -1.372 4.592
H 1.717 2.442 3.650
H 2.438 -3.016 -5.990
H 1.489 1.156 4.907
O 1.937 0.994 -5.153
H -0.323 -8.074 2.204
C -3.590 1.587 1.100
C 0.282 -8.199 -0.292
O -0.450 4.238 1.137
H 5.681 -3.596 2.615
C -2.441 1.381 2.069
O 3.379 -2.702 1.567
H 3.004 -2.403 2.403
H -0.615 -10.089 0.238
H -2.143 4.029 -0.794
C 0.978 -0.889 5.074
C -1.216 2.104 -4.411
H 3.754 -5.068 -7.418
C 2.938 0.095 -5.627
H 5.117 -2.987 -7.166
C -0.488 -3.741 1.609
H -1.055 3.489 5.155
N -1.806 -0.954 4.767
H -0.016 2.239 -2.622
O -2.223 3.009 -3.949
H -4.171 5.109 4.780
C -1.251 3.317 1.120
H 0.007 -8.239 -1.347
C -0.492 1.472 -3.241
H -2.461 -4.245 2.351
H -1.095 -3.614 4.094
H 0.391 -1.083 7.160
H -2.040 6.711 5.725
H -1.781 3.684 -3.427
O -1.047 -4.536 3.821
H 4.569 -3.164 -8.844
H 5.078 -2.437 0.483
C 0.562 0.599 5.025
H 5.151 -2.198 3.538
H 3.633 0.642 -6.271
H -4.482 4.930 -8.151
H 2.379 1.670 -4.629
H -0.763 -3.782 0.553
C -2.620 3.849 -8.377
C 5.574 -2.511 2.580
O -4.648 0.994 1.243
H 0.177 4.733 5.841
C -2.940 6.575 5.128
H 6.564 -2.063 2.473
C -3.513 4.840 -7.655
C -0.195 4.141 5.007
H -3.461 -0.269 2.868
C 0.437 4.184 3.813
H 1.588 -2.296 6.606
C -0.351 1.952 3.065
H -2.439 4.173 -9.402
H 1.174 3.102 2.129
H 0.271 0.778 -3.584
O -3.382 5.232 5.316
H -1.714 -0.630 5.722
C 0.857 2.876 3.149
C 3.278 -4.090 -7.373
H -1.507 3.447 -6.835

Results
structure (SMILES) = [H]/N=C(/C)Cc1c(N)cc2c(c1CC=C)C(=O)C=CC2=O.CCO.CCO.CCO.CCO.CCO.CCO.CCO.CCO
HOMO-LUMO gap = 0.26525 Eh
DFT total energy = -57672.60327 eV
spin multiplicity = 1
LUMO energy = -1.24 eV

---

[3]
Computed, not measured: CH23LiO11 as an isolated structure at a distorted geometry, with ωB97M-V/def2-TZVPD.

CARTESIAN COORDINATES (ANGSTROEM)
H 1.761 0.564 -2.621
H 1.695 2.333 1.426
O 0.521 2.710 2.855
O -1.337 -0.624 0.180
H -4.051 -1.610 0.037
O -1.812 0.212 -2.198
H 1.252 3.122 -0.375
H 0.118 3.504 -1.092
H 0.801 1.711 -2.373
H -0.779 0.383 -2.441
H 2.082 -3.968 -2.177
O 0.950 3.347 -1.297
H 0.175 0.067 1.572
H 0.418 1.635 3.168
O -1.183 -3.262 -0.445
H 1.602 -2.486 -1.860
H 3.111 2.023 0.745
O 1.378 -3.366 -1.690
H 0.540 0.670 0.160
H -1.282 -2.281 -0.375
H -4.324 -2.504 1.250
H 1.257 2.955 3.616
O -3.599 -2.045 0.770
O 2.852 -1.093 1.377
H 2.013 -1.307 1.108
H -0.304 -3.414 -0.819
O -2.375 1.730 0.680
Li -1.905 -1.618 1.831
O 0.847 0.894 -2.879
H -1.780 0.939 0.464
O 2.413 2.612 0.901
H 0.736 -0.833 -0.192
H -1.817 -0.335 -1.403
H -3.218 1.464 0.576
H 3.235 -1.895 1.042
C 0.012 -0.232 0.477

Results
relative energy (zero: lowest compared OMol25 entry of this formula, charge and spin) = 163.9 kJ/mol
HOMO-LUMO gap = 0.28797 Eh
DFT total energy = -24135.48119 eV
spin multiplicity = 1
LUMO energy = -0.99 eV

---

[4]
Computed, not measured: C38H29N6O7PS5Ti as an isolated structure, with ωB97M-V/def2-TZVPD.

CARTESIAN COORDINATES (ANGSTROEM)
H -5.749 4.731 5.324
H 4.994 -2.358 -4.587
C -0.602 2.948 -1.536
S -1.605 -2.864 -2.187
O 0.045 -0.140 -1.706
H -6.798 5.816 3.365
N 2.484 4.961 0.130
Ti -0.446 0.322 0.283
H 0.588 -1.484 -4.963
S -1.876 -3.272 -5.120
H 5.554 -1.694 -2.259
H 2.614 -4.535 -3.440
C 4.234 -1.937 -3.942
C -0.562 -2.178 2.418
C 2.315 -6.466 -6.211
N 0.493 -4.317 -2.159
C -0.050 -3.083 4.571
H 3.998 -5.780 -5.065
H -0.925 -5.767 -5.497
C -5.532 4.822 1.949
H 2.808 5.796 -0.324
C -0.010 3.032 3.727
C 0.063 -0.991 2.807
H 1.622 2.513 0.817
C 1.948 -1.244 -3.627
C -0.984 4.424 2.027
C 2.953 -1.777 -4.433
C 2.921 -5.771 -5.173
S -2.562 1.555 0.774
C -5.394 4.510 4.326
H 0.450 -7.016 -7.119
H 3.070 4.524 0.816
H -4.151 3.690 0.767
O 0.089 0.080 1.991
C 0.933 -6.465 -6.323
C 0.655 -0.874 4.062
O -0.707 -5.208 5.158
C -0.622 -3.226 3.325
C -5.983 5.119 3.226
O -1.353 -1.256 0.290
H -5.994 5.286 1.087
N -0.119 -4.207 5.513
C 1.130 5.021 2.997
H 0.124 6.174 1.487
H 1.122 0.065 4.324
O 1.563 0.016 -0.187
C -1.041 3.289 2.835
H 2.713 -2.073 -5.448
H 1.879 3.687 4.501
C -3.896 3.313 2.867
H -3.912 3.110 5.001
O 0.696 -1.075 -4.089
C 1.080 3.891 3.799
C -4.490 3.923 1.768
H 2.918 -7.015 -6.922
H -1.434 2.413 -1.969
O 0.429 -4.076 6.588
C 1.259 -0.310 -1.387
C -4.359 3.606 4.149
H -1.963 -3.028 1.038
C 1.458 4.283 -0.447
C -1.105 -3.593 -3.688
H -1.104 -4.159 3.065
C 2.259 -0.861 -2.311
C 0.152 -5.766 -5.416
P -2.483 2.173 2.738
H -0.729 4.660 -2.805
H 3.771 -0.738 -0.819
N -0.003 -4.335 -3.438
C 0.772 -5.059 -4.397
H -0.085 2.166 4.373
C -1.065 -2.407 1.011
C 0.603 -1.922 4.954
H -1.787 4.626 1.326
N 0.066 2.366 -0.529
H 1.044 -1.854 5.937
C 3.563 -1.030 -1.840
H 1.968 5.704 3.074
C 2.154 -5.065 -4.261
S -2.471 0.817 4.134
N 0.813 4.861 -1.450
C 0.091 5.292 2.113
C -0.208 4.189 -1.981
C 4.551 -1.565 -2.639
C 1.080 3.006 0.017
S 0.314 -3.352 0.244
C -0.243 -3.588 -1.398

Results
relative energy (zero: lowest compared OMol25 entry of this formula, charge and spin) = 63.6 kJ/mol
HOMO-LUMO gap = 0.26526 Eh
DFT total energy = -149733.94125 eV
spin multiplicity = 1
LUMO energy = -0.88 eV

---

[5]
Computed, not measured: C34H41BN8S2Ti as an isolated structure at a distorted geometry, with ωB97M-V/def2-TZVPD.

CARTESIAN COORDINATES (ANGSTROEM)
H -2.393 4.462 1.010
C -3.777 2.128 -3.416
H -0.156 4.022 3.659
C 1.373 -4.060 0.376
C -0.384 3.749 1.503
C 3.346 0.601 2.514
H -3.349 -3.162 -2.934
H -1.329 2.767 3.229
H -1.411 -5.720 1.431
C 1.184 -0.405 3.227
C 1.993 0.028 -2.837
H -0.364 5.934 1.551
H -1.721 4.470 3.006
N -2.090 -1.925 -1.799
H 3.825 1.426 1.973
B -3.169 -0.908 -1.324
H 3.860 0.458 3.476
H 0.318 2.098 -3.397
C 1.604 -6.493 0.143
H -5.000 -0.748 0.805
H 1.848 -0.972 3.890
C 1.849 0.908 2.770
H -5.164 0.438 -2.879
H 1.407 3.429 -2.933
H 1.859 2.327 -4.249
C 1.243 1.436 1.426
H 2.496 -0.690 -2.185
S -0.914 -2.905 1.416
H -0.949 -4.282 -3.734
C -0.166 -2.703 -2.359
H 0.247 -0.225 3.765
C 2.065 1.453 -2.282
H 0.865 1.959 4.408
C 0.569 2.629 0.979
H -1.418 4.038 -0.415
H 4.081 1.201 -1.493
C -2.329 -2.915 -2.658
N -3.005 -0.538 0.183
N -2.050 1.164 -2.304
H -2.106 2.758 0.573
C 1.433 1.578 -0.903
H -1.363 0.771 2.544
H 3.104 -5.077 -0.382
Ti 0.019 -0.866 0.114
N -3.150 0.385 -2.210
H 2.517 1.471 4.731
C -1.120 -3.456 -3.055
H 4.030 1.818 -3.165
C -4.200 0.934 -2.865
H -4.029 0.376 3.135
N -1.832 -0.070 0.710
C 2.425 -7.638 -0.260
C 1.368 2.386 -3.271
C -0.245 -8.009 0.806
C -0.912 3.735 2.938
H -4.268 -1.409 -1.475
C -1.652 3.751 0.615
S 2.049 -2.465 0.193
H 0.302 3.451 -1.076
N -0.739 -1.788 -1.577
N 3.074 -8.526 -0.579
C -2.144 0.355 1.933
C 0.061 -4.245 0.908
H -4.355 2.829 -4.004
H 0.907 -2.806 -2.344
H 0.956 -0.286 -2.936
C -4.000 -0.421 1.066
C -2.420 2.216 -3.027
H 2.465 -0.019 -3.828
H 2.208 2.864 3.672
H 1.200 5.175 1.963
H 0.968 -1.064 2.400
H -1.700 3.005 -3.233
C 2.106 -5.207 0.014
C -0.416 -5.567 1.030
H 2.545 0.087 0.222
C 0.328 -6.670 0.657
C 3.542 1.865 -2.179
C 1.707 0.765 0.223
H 3.623 2.888 -1.793
C -3.500 0.153 2.219
C 1.847 1.867 3.958
C 0.731 2.678 -0.440
H 3.474 -0.317 1.932
H 0.660 5.221 0.274
N -0.705 -9.051 0.921
C 0.319 5.103 1.309

Results
<S²> = 2.01
net charge = -2
relative energy (zero: lowest compared OMol25 entry of this formula, charge and spin) = 118.8 kJ/mol
HOMO-LUMO gap (spin up / spin down) = 0.18198 / 0.22890 Eh
DFT total energy = -93311.19458 eV
spin multiplicity = 3
LUMO energy (spin up / spin down) = 4.37 / 4.37 eV

---

[6]
Computed, not measured: C5H7NO in the gas phase, with ωB97M-V/def2-TZVPD.

CARTESIAN COORDINATES (ANGSTROEM)
O -1.788 -1.704 -0.424
C -1.092 0.779 -0.415
H -1.571 1.403 0.348
H -0.562 -0.771 0.991
H 2.089 1.105 0.624
H -1.601 0.916 -1.373
C 0.932 -0.739 0.441
H 0.584 1.160 1.592
C 1.059 0.738 0.699
H 1.266 -1.634 0.955
C -1.049 -0.765 -0.157
H 0.702 -0.941 -1.853
N 0.349 0.977 -0.611
C 0.524 -0.482 -0.888

Results
relative energy (zero: lowest compared OMol25 entry of this formula, charge and spin) = 556.2 kJ/mol
HOMO-LUMO gap = 0.31598 Eh
DFT total energy = -8830.43867 eV
spin multiplicity = 1
LUMO energy = 0.41 eV

---

[7]
Computed, not measured: C5H7NO as an isolated structure, with ωB97M-V/def2-TZVPD.

CARTESIAN COORDINATES (ANGSTROEM)
C 0.611 0.374 1.041
C -1.864 0.076 0.038
C -0.376 -0.089 0.046
N 0.244 -0.990 1.037
H -2.308 -0.675 -0.622
H 0.931 -1.638 0.666
H 1.571 0.899 0.478
H 0.476 1.006 1.918
H 2.600 -0.045 -0.747
H -2.271 -0.053 1.045
C 1.725 0.612 -0.802
C 0.466 0.006 -1.210
H -2.140 1.065 -0.340
O 0.158 -0.348 -2.331

Results
relative energy (zero: lowest compared OMol25 entry of this formula, charge and spin) = 526.7 kJ/mol
HOMO-LUMO gap = 0.32376 Eh
DFT total energy = -8830.74348 eV
spin multiplicity = 1
LUMO energy = -0.17 eV

---

[8]
Computed, not measured: an isolated ion of composition C4H7N2 and charge +1 at a distorted geometry, with ωB97M-V/def2-TZVPD.

CARTESIAN COORDINATES (ANGSTROEM)
H -0.136 -1.074 1.515
H 0.239 -1.790 -0.928
C 0.512 0.564 -0.885
C 0.658 -0.694 1.026
N 0.291 -0.930 -0.393
H -1.479 0.275 -0.195
H -0.995 1.895 1.716
N 0.565 1.013 0.466
H -1.341 -0.412 -1.928
H 1.231 0.584 -1.722
H 1.697 -1.094 1.420
C -0.939 -0.090 -0.999
C -0.303 1.753 0.907

Results
net charge = +1
relative energy (zero: lowest compared OMol25 entry of this formula, charge and spin) = 857.7 kJ/mol
HOMO-LUMO gap (spin up / spin down) = 0.29924 / 0.29923 Eh
DFT total energy = -7226.84865 eV
spin multiplicity = 1
LUMO energy (spin up / spin down) = -4.27 / -4.27 eV

---

[9]
Computed, not measured: a 2-piece molecular cluster, C7H10S overall at a distorted geometry, with ωB97M-V/def2-TZVPD.

CARTESIAN COORDINATES (ANGSTROEM)
H -3.139 -0.258 -1.608
C 0.546 -2.112 0.007
H -2.563 -0.700 0.073
H 1.540 -1.926 0.519
H -0.340 -1.733 0.587
C -1.161 0.480 -1.110
H -1.497 1.258 1.467
H 1.015 -0.295 2.359
C 0.112 0.260 2.395
H 1.467 0.664 -1.395
C -2.267 -0.327 -0.911
H -0.854 0.699 -2.145
C -0.521 0.613 1.335
C 1.234 0.563 -0.316
H 1.810 0.565 0.556
C -0.104 0.511 -0.077
H -0.189 0.494 3.383
S 0.563 -2.667 -1.527

Results
structure (SMILES) = C=CC(=C)C=C.C=S
relative energy (zero: lowest compared OMol25 entry of this formula, charge and spin) = 391.1 kJ/mol
HOMO-LUMO gap = 0.30739 Eh
DFT total energy = -18252.16262 eV
spin multiplicity = 1
LUMO energy = -0.11 eV

---

[10]
Computed, not measured: a 3-piece molecular cluster, C5H15NO2 overall at a distorted geometry, with ωB97M-V/def2-TZVPD.

CARTESIAN COORDINATES (ANGSTROEM)
N -1.692 1.232 -1.019
H -1.719 1.468 -0.029
H 0.427 2.861 1.810
H -2.637 0.996 -1.313
C -0.245 -1.231 0.918
H -0.104 3.843 0.796
H 0.198 0.387 -1.202
O -0.152 2.910 1.033
H -2.148 -1.104 -0.032
C -0.842 0.055 -1.227
C -1.098 -1.172 -0.333
H -1.252 0.296 2.012
C -0.454 -0.427 1.951
H 0.580 -3.152 1.256
H -0.974 -0.235 -2.272
H 0.220 -0.496 2.802
C 0.918 -2.198 0.852
O 2.895 0.920 -1.815
H 2.895 1.259 -2.722
H -1.058 -2.097 -0.907
H 1.714 -1.874 1.521
H 3.212 0.016 -1.926
H 1.317 -2.258 -0.152

Results
structure (SMILES) = C=C(C)CCN.O.O
relative energy (zero: lowest compared OMol25 entry of this formula, charge and spin) = 140.7 kJ/mol
HOMO-LUMO gap = 0.34765 Eh
DFT total energy = -11012.48798 eV
spin multiplicity = 1
LUMO energy = 0.77 eV

---

[11]
Computed, not measured: an isolated ion of composition C2H5ClNS and charge +1 at a distorted geometry, with ωB97M-V/def2-TZVPD.

CARTESIAN COORDINATES (ANGSTROEM)
Cl -1.040 0.719 -1.881
H -0.696 -1.325 1.288
C -0.240 1.269 -0.459
S -0.255 3.073 -0.035
H 1.410 0.026 -0.299
H 0.845 0.527 1.161
H -0.849 -1.285 -0.483
N -0.127 -1.203 0.331
H 0.480 -2.027 0.148
C 0.474 0.226 0.229

Results
structure (SMILES) = [NH3+]CC(=S)Cl
net charge = +1
relative energy (zero: lowest compared OMol25 entry of this formula, charge and spin) = 113.5 kJ/mol
HOMO-LUMO gap = 0.28040 Eh
DFT total energy = -26993.58541 eV
spin multiplicity = 1
LUMO energy = -5.75 eV

---

Please write out number 6 again, unchanged.
Computed, not measured: C5H7NO in the gas phase, with ωB97M-V/def2-TZVPD.

CARTESIAN COORDINATES (ANGSTROEM)
O -1.788 -1.704 -0.424
C -1.092 0.779 -0.415
H -1.571 1.403 0.348
H -0.562 -0.771 0.991
H 2.089 1.105 0.624
H -1.601 0.916 -1.373
C 0.932 -0.739 0.441
H 0.584 1.160 1.592
C 1.059 0.738 0.699
H 1.266 -1.634 0.955
C -1.049 -0.765 -0.157
H 0.702 -0.941 -1.853
N 0.349 0.977 -0.611
C 0.524 -0.482 -0.888

Results
relative energy (zero: lowest compared OMol25 entry of this formula, charge and spin) = 556.2 kJ/mol
HOMO-LUMO gap = 0.31598 Eh
DFT total energy = -8830.43867 eV
spin multiplicity = 1
LUMO energy = 0.41 eV